No. 1
DFT (ωB97M-V/def2-TZVPD) results for a 2-piece molecular cluster, CH3NO3 overall.

The energy above the lowest of the compared OMol25 structures with the same formula, charge and spin comes out at 374.1 kJ/mol. For the maximum force, the calculation gives 4.49 eV/A. As for the SMILES: O=[NH+][O-].C=O. As for the HOMO energy: -9.84 eV. For the total energy, the calculation gives -320.2001 a.u.

Geometry as ORCA input:
```
! wB97M-V def2-TZVPD RIJCOSX def2/J DEFGRID3
* xyz 0 1
C 1.53100 -0.43346 0.11285
N -1.53914 0.42422 -0.14499
O -2.03009 -0.64758 0.16102
O 1.46020 0.62475 -0.49267
O -0.44031 0.87726 0.22146
H 2.16601 -0.54845 1.05183
H 0.80543 -1.35843 -0.08676
H -1.95310 1.06169 -0.82274
*
```

=====

No. 2
DFT (ωB97M-V/def2-TZVPD) results for a 2-piece molecular cluster, CH3NO3 overall.

The energy above the lowest of the compared OMol25 structures with the same formula, charge and spin comes out at 148.0 kJ/mol. For the maximum force, the calculation gives 3.29 eV/A. As for the SMILES: O=C=NO.O. As for the HOMO energy: -9.88 eV. For the total energy, the calculation gives -320.2863 a.u.

Geometry as ORCA input:
```
! wB97M-V def2-TZVPD RIJCOSX def2/J DEFGRID3
* xyz 0 1
C -2.05256 -0.24719 -0.05853
N -1.16584 0.37920 0.40287
O -3.00227 -0.94934 -0.11782
O 2.01634 -0.33416 -0.13445
O -0.46744 1.48119 0.08071
H 1.39107 -0.76441 -0.68295
H 2.77057 -0.96853 0.06688
H 0.51012 1.40324 0.44329
*
```

=====

No. 3
DFT (ωB97M-V/def2-TZVPD) results for a 2-piece molecular cluster, CH3NO3 overall.

The energy above the lowest of the compared OMol25 structures with the same formula, charge and spin comes out at 444.2 kJ/mol. For the maximum force, the calculation gives 7.02 eV/A. As for the HOMO energy (alpha / beta): -10.58 / -10.49 eV. For the total energy, the calculation gives -320.1734 a.u.

Geometry as ORCA input:
```
! wB97M-V def2-TZVPD RIJCOSX def2/J DEFGRID3
* xyz 0 1
C -0.82439 0.85293 0.01024
N 0.29362 0.17000 0.23461
O -1.93231 0.45889 -0.12614
O 0.08500 -1.74695 -0.02849
O 1.50658 0.25794 -0.30460
H -0.47174 1.89644 0.38763
H -0.70951 -1.54375 -0.44787
H 2.05273 -0.34551 0.27462
*
```

=====

No. 4
DFT (ωB97M-V/def2-TZVPD) results for CH3NO3 in the gas phase.

The energy above the lowest of the compared OMol25 structures with the same formula, charge and spin comes out at 247.6 kJ/mol. For the maximum force, the calculation gives 4.35 eV/A. As for the SMILES: O=[N+]([O-])CO. As for the HOMO energy: -11.25 eV. For the total energy, the calculation gives -320.2483 a.u.

Geometry as ORCA input:
```
! wB97M-V def2-TZVPD RIJCOSX def2/J DEFGRID3
* xyz 0 1
C -0.90996 -0.02469 0.63865
N -1.28430 -1.42723 0.65666
O -0.95180 -1.94828 1.68059
O -1.96618 -1.78516 -0.26338
O 0.46669 0.06110 0.61732
H -1.42508 0.56678 -0.23543
H -1.34961 0.46088 1.55598
H 0.59999 -0.23476 -0.25023
*
```

=====

No. 5
DFT (ωB97M-V/def2-TZVPD) results for CH3NO3 in the gas phase.

The energy above the lowest of the compared OMol25 structures with the same formula, charge and spin comes out at 329.3 kJ/mol. For the maximum force, the calculation gives 6.34 eV/A. As for the SMILES: O=[N+]([O-])CO. As for the HOMO energy: -11.14 eV. For the total energy, the calculation gives -320.2172 a.u.

Geometry as ORCA input:
```
! wB97M-V def2-TZVPD RIJCOSX def2/J DEFGRID3
* xyz 0 1
C -0.20072 -0.57833 0.19307
N 1.02020 0.30625 -0.05032
O 1.14131 0.72904 -1.14644
O 1.82868 0.27960 0.81307
O -1.39504 0.30224 -0.67385
H -0.06936 -1.52984 -0.29858
H -0.56761 -0.44971 1.17848
H -1.75747 0.94074 -0.01543
*
```

=====

No. 6
DFT (ωB97M-V/def2-TZVPD) results for a 2-piece molecular cluster, CH3NO4 overall.

The energy above the lowest of the compared OMol25 structures with the same formula, charge and spin comes out at 234.3 kJ/mol. For the maximum force, the calculation gives 4.49 eV/A. As for the HOMO energy: -8.45 eV. For the total energy, the calculation gives -395.4627 a.u.

Geometry as ORCA input:
```
! wB97M-V def2-TZVPD RIJCOSX def2/J DEFGRID3
* xyz 0 1
C -0.67058 -0.17620 -0.28640
N 1.51015 0.12158 -0.06545
O 2.17531 -0.85352 0.16684
O 1.78440 1.29136 -0.14704
O -1.06123 0.83012 0.60350
O -0.96148 -1.40637 -0.00165
H -0.65511 -0.05495 -1.29565
H -0.84861 1.59482 0.13987
H -1.27283 -1.34684 0.88598
*
```

=====

No. 7
DFT (ωB97M-V/def2-TZVPD) results for CH3NOP2S as an isolated structure.

The energy above the lowest of the compared OMol25 structures with the same formula, charge and spin comes out at 213.4 kJ/mol. For the maximum force, the calculation gives 3.66 eV/A. As for the HOMO energy (alpha / beta): -8.51 / -8.51 eV. For the total energy, the calculation gives -1250.7383 a.u.

Geometry as ORCA input:
```
! wB97M-V def2-TZVPD RIJCOSX def2/J DEFGRID3
* xyz 0 1
C -1.17487 -0.05943 -0.51021
N -0.57675 -0.94603 0.31054
O 1.98883 -0.66648 0.47279
P 0.52884 -1.61293 1.02904
P 1.93157 0.90027 0.22543
S -0.07859 0.83255 -1.79823
H -1.96686 -0.48450 -1.19538
H -1.53579 0.68245 0.15878
H 0.88362 1.35410 1.30724
*
```

=====

No. 8
DFT (ωB97M-V/def2-TZVPD) results for CH3NOS in the gas phase.

The energy above the lowest of the compared OMol25 structures with the same formula, charge and spin comes out at 283.1 kJ/mol. For the maximum force, the calculation gives 3.85 eV/A. As for the SMILES: ONC=S. As for the HOMO energy: -8.83 eV. For the total energy, the calculation gives -567.9929 a.u.

Geometry as ORCA input:
```
! wB97M-V def2-TZVPD RIJCOSX def2/J DEFGRID3
* xyz 0 1
C -0.54167 0.65105 -0.58741
N 0.05844 -0.19002 0.30428
O 1.41393 -0.25898 0.72081
S -1.97641 0.27792 -1.28536
H 1.32664 -0.75688 1.48899
H -0.31611 -1.13507 0.24817
H 0.03517 1.41197 -0.88948
*
```